This record from the OMol25 dataset describes one molecule with the formula C15H13N3O3S in a non-equilibrium geometry. The level of theory is wB97M-V/def2-TZVPD.

XYZ file:
```
35
Properties=species:S:1:pos:R:3:mulliken_charge:R:1
C 5.51 1.54 0.13 -1.22
C 4.66 0.39 0.52 0.52
C 4.71 -0.46 1.60 -0.56
C 3.65 -1.37 1.45 -0.58
C 3.01 -1.02 0.28 0.33
C 1.85 -1.60 -0.36 0.42
O 1.29 -2.60 0.06 -0.62
C 1.37 -0.87 -1.60 -0.76
S 0.90 0.84 -1.19 -0.14
C -0.73 0.56 -0.61 0.42
N -1.27 -0.60 -0.71 -0.21
C -2.54 -0.77 -0.24 0.07
C -3.13 -2.03 -0.32 -0.46
C -4.41 -2.22 0.14 -0.38
C -5.14 -1.16 0.69 -0.59
C -4.57 0.09 0.78 -0.60
C -3.27 0.30 0.32 0.22
C -2.66 1.61 0.40 0.78
O -3.15 2.63 0.85 -0.74
N -1.35 1.66 -0.10 0.36
N -0.64 2.87 0.00 -1.14
O 3.64 0.05 -0.28 -0.23
H 4.89 2.42 -0.03 0.30
H 6.04 1.33 -0.80 0.29
H 6.23 1.74 0.91 0.33
H 5.43 -0.42 2.40 0.46
H 3.38 -2.17 2.10 0.54
H 0.49 -1.37 -2.02 0.43
H 2.17 -0.78 -2.33 0.49
H -2.55 -2.84 -0.74 0.49
H -4.87 -3.20 0.08 0.39
H -6.14 -1.32 1.04 0.40
H -5.10 0.93 1.20 0.45
H -1.22 3.47 0.59 0.29
H -0.55 3.30 -0.92 0.25
```

Results
E_HOMO   -8.268 eV
Spin multiplicity   1
SMILES   Cc1ccc(C(=O)CSc2nc3ccccc3c(=O)n2N)o1
Relative energy (zero: lowest compared OMol25 entry of this formula, charge and spin)   0.0 kcal/mol
DFT total energy   -37213.73696 eV
Net charge   0
LUMO energy   0.0108 hartree
Orbital gap   8.561 eV